# 1
CH33O19 | ωB97M-V/def2-TZVPD

XYZ file:
```
53
CH33O19, DFT ωB97M-V/def2-TZVPD
C 0.127 0.134 -0.096
O -0.861 0.793 0.195
O 0.131 -1.204 -0.201
O 1.166 0.726 -0.476
H -0.769 -1.513 -0.106
O -2.464 -2.373 0.473
H -3.293 -1.878 0.539
H -2.657 -3.185 0.854
O 3.026 -1.092 -0.985
H 2.271 -0.520 -0.895
H 3.706 -0.647 -1.421
O 2.492 4.132 0.127
H 2.505 3.205 0.457
H 2.202 4.072 -0.757
O -0.556 -3.112 -2.547
H -1.075 -3.887 -2.346
H -1.197 -2.389 -2.477
O -0.091 2.213 2.475
H -0.129 1.739 1.678
H 0.845 2.387 2.571
O -0.475 -4.361 0.693
H -0.443 -4.665 1.606
H 0.180 -4.953 0.281
O 3.418 1.603 -1.177
H 2.590 1.421 -0.838
H 3.175 2.212 -1.876
O -2.618 1.696 -2.040
H -2.413 0.877 -1.537
H -1.799 1.716 -2.454
O 0.525 -1.608 2.404
H 0.752 -1.392 1.502
H 0.842 -0.913 3.022
O 2.051 -3.303 0.516
H 2.269 -2.572 -0.085
H 1.093 -3.396 0.455
O -0.802 3.480 -0.309
H -1.289 3.822 -1.075
H -0.549 2.571 -0.424
O -1.891 -0.315 2.759
H -1.999 0.365 2.088
H -1.363 -1.063 2.458
O 0.018 1.754 -2.611
H 0.122 1.141 -3.333
H 0.584 1.375 -1.994
O -3.165 1.719 1.061
H -2.267 1.765 0.653
H -3.137 2.268 1.873
O -2.267 -1.090 -1.884
H -2.379 -1.603 -1.059
H -3.200 -1.101 -2.078
O 2.689 1.861 2.032
H 2.877 0.933 1.817
H 3.491 2.151 2.492
```

Its energy above the lowest of the compared OMol25 structures with the same formula, charge and spin is 26.4 kcal/mol. As for the net charge: -1. The value obtained for the total energy is -1487.5614 hartree. The HOMO energy comes out at -6.95 eV. For the lowest unoccupied orbital energy, the calculation gives 2.033 eV.

These are the Löwdin partial charges, in e, on atoms 1 to 2: number 1, C, carries -0.72; number 2, O, carries -0.01


# 2
C3H5NO3 | ωB97M-V/def2-TZVPD

XYZ file:
```
12
C3H5NO3, DFT ωB97M-V/def2-TZVPD
C 0.337 -0.650 -0.193
C -0.741 0.370 -0.263
C 1.749 -0.054 0.116
N -2.074 0.045 0.210
O -2.492 -1.093 0.232
O -2.675 1.019 0.629
O -0.178 -0.158 -1.453
H 0.216 -1.584 0.202
H -0.474 1.790 -0.085
H 2.286 0.381 -0.762
H 2.355 -0.843 0.432
H 1.690 0.777 0.935
```

Its energy above the lowest of the compared OMol25 structures with the same formula, charge and spin is 107.9 kcal/mol. As for the net charge: 0. The value obtained for the total energy is -397.4470 hartree. The HOMO energy (alpha / beta) comes out at -8.18 / -10.86 eV. For the lowest unoccupied orbital energy (alpha / beta), the calculation gives 0.932 / -3.614 eV. As for the spin multiplicity: 3.

These are the Löwdin partial charges, in e, on atoms 1 to 2: number 1, C, carries -0.25; number 2, C, carries -0.23


# 3
C21H58N3O13 | ωB97M-V/def2-TZVPD

XYZ file:
```
95
C21H58N3O13, DFT ωB97M-V/def2-TZVPD
O 1.096 1.269 0.789
C 0.072 0.329 0.941
O 0.186 -0.650 0.145
O -0.837 0.545 1.746
H 1.563 0.813 0.067
C -2.115 6.810 -0.796
O -1.423 5.788 -0.132
C -2.180 4.608 0.022
C -1.753 3.666 1.135
N -2.016 4.126 2.497
C -1.128 5.215 2.942
C -1.522 5.650 4.341
O -1.083 4.684 5.266
C -1.219 5.146 6.586
H -2.518 6.435 -1.748
H -1.428 7.627 -1.000
H -2.969 7.147 -0.194
H -2.183 4.070 -0.935
H -3.221 4.852 0.303
H -0.711 3.348 1.035
H -2.274 2.716 0.980
H -2.944 4.547 2.481
H -1.208 6.064 2.251
H -0.089 4.887 2.946
H -2.612 5.765 4.402
H -1.022 6.603 4.570
H -0.937 4.377 7.305
H -2.232 5.504 6.791
H -0.474 5.945 6.744
C 2.583 -3.547 -3.321
O 2.749 -2.644 -2.267
C 3.893 -1.823 -2.467
C 3.997 -0.715 -1.410
N 2.893 0.225 -1.339
C 2.928 1.114 -2.524
C 1.776 2.089 -2.440
O 0.564 1.378 -2.496
C -0.545 2.168 -2.084
H 2.398 -3.050 -4.280
H 1.696 -4.146 -3.101
H 3.417 -4.253 -3.421
H 3.868 -1.419 -3.488
H 4.776 -2.470 -2.377
H 4.944 -0.235 -1.676
H 4.160 -1.276 -0.487
H 2.014 -0.292 -1.458
H 2.914 0.562 -3.469
H 3.849 1.701 -2.444
H 1.788 2.750 -3.324
H 1.907 2.714 -1.549
H -0.585 3.146 -2.576
H -0.453 2.252 -0.998
H -1.444 1.597 -2.305
C -4.966 -6.756 1.375
O -3.856 -6.623 0.529
C -4.103 -7.199 -0.739
C -2.768 -7.260 -1.486
N -2.180 -5.932 -1.641
C -2.713 -5.313 -2.852
C -2.144 -3.932 -3.157
O -2.092 -3.150 -1.982
C -1.370 -1.959 -2.213
H -5.843 -6.221 0.997
H -4.701 -6.399 2.369
H -5.221 -7.817 1.530
H -4.817 -6.546 -1.257
H -4.515 -8.210 -0.632
H -2.948 -7.792 -2.434
H -2.151 -7.893 -0.844
H -1.196 -6.105 -1.831
H -3.803 -5.251 -2.818
H -2.505 -5.943 -3.737
H -2.813 -3.405 -3.851
H -1.129 -4.031 -3.570
H -1.414 -1.371 -1.296
H -1.758 -1.380 -3.063
H -0.304 -2.166 -2.373
C 3.585 -0.819 2.587
O 3.042 -1.489 3.707
H 4.671 -0.892 2.430
H 3.093 -1.233 1.707
H 3.367 0.253 2.615
H 3.225 -0.966 4.491
C 4.336 2.650 1.305
O 4.884 1.729 0.358
H 4.974 2.639 2.186
H 4.274 3.656 0.878
H 3.324 2.306 1.526
H 4.158 1.401 -0.185
O 0.731 -3.867 -0.480
H 1.354 -3.243 -0.885
H 0.793 -4.652 -1.030
O 1.175 2.531 3.361
H 1.389 2.175 2.481
H 2.025 2.763 3.747
```

As for the net charge: -1. The value obtained for the total energy is -1977.1967 hartree. The HOMO energy comes out at -4.55 eV. For the lowest unoccupied orbital energy, the calculation gives 2.492 eV.

These are the Löwdin partial charges, in e, on atoms 1 to 2: number 1, O, carries -0.03; number 2, C, carries -0.79


# 4
C28H36CaN4O2P2 | ωB97M-V/def2-TZVPD

XYZ file:
```
73
C28H36CaN4O2P2, DFT ωB97M-V/def2-TZVPD
Ca -0.176 -0.389 6.141
C -1.366 1.878 4.936
C -1.649 0.892 4.051
C -1.020 0.703 2.701
C 0.251 -0.195 2.649
C 1.248 -0.023 3.760
C 1.544 1.131 4.384
C 1.014 2.486 4.047
C -0.276 2.904 4.824
C 1.677 -1.616 6.812
H -2.075 2.075 5.752
H -2.503 0.224 4.240
H -0.805 1.680 2.237
H -1.782 0.206 2.063
H -0.087 -1.250 2.631
H 0.759 -0.014 1.679
H 1.876 -0.905 3.953
H 2.316 1.142 5.169
H 0.847 2.586 2.961
H 1.786 3.222 4.351
H 0.024 3.188 5.851
H -0.680 3.827 4.362
H 1.662 -1.477 7.908
H 2.672 -1.302 6.466
H 1.586 -2.698 6.617
P 1.309 -1.276 -2.925
P -1.686 -0.682 -2.504
N 2.755 -0.320 -2.753
N 2.021 -2.541 -3.903
N -1.916 1.019 -2.244
N -3.353 -1.067 -2.839
C 0.465 -0.283 -4.249
C -1.042 -0.597 -4.248
C 3.059 0.345 -1.550
C 4.068 1.263 -1.788
C 4.398 1.182 -3.187
C 3.575 0.218 -3.750
C 2.225 -3.835 -3.392
C 2.694 -4.654 -4.411
C 2.776 -3.849 -5.600
C 2.363 -2.567 -5.257
C -1.796 1.603 -0.973
C -1.948 2.979 -1.092
C -2.153 3.263 -2.485
C -2.127 2.051 -3.160
C -4.304 -0.397 -3.620
C -5.360 -1.256 -3.884
C -5.051 -2.519 -3.264
C -3.823 -2.380 -2.642
H 0.893 -0.475 -5.241
H 0.634 0.780 -4.014
H -1.599 0.123 -4.864
H -1.226 -1.601 -4.667
H 2.526 0.080 -0.651
H 4.520 1.923 -1.059
H 5.149 1.767 -3.707
H 3.506 -0.137 -4.768
H 1.994 -4.042 -2.361
H 2.939 -5.703 -4.328
H 3.083 -4.178 -6.585
H 2.262 -1.686 -5.870
H -1.599 0.976 -0.119
H -1.906 3.700 -0.288
H -2.290 4.236 -2.941
H -2.219 1.848 -4.215
H -4.154 0.632 -3.908
H -6.252 -1.022 -4.456
H -5.661 -3.413 -3.284
H -3.226 -3.072 -2.071
O -0.136 2.141 9.580
C -0.345 1.343 8.673
O 0.280 1.227 7.538
H -1.167 0.580 8.778
```

Its energy above the lowest of the compared OMol25 structures with the same formula, charge and spin is 0.0 kcal/mol. As for the net charge: 0. The value obtained for the total energy is -2818.3043 hartree. The HOMO energy comes out at -7.37 eV. For the lowest unoccupied orbital energy, the calculation gives -0.621 eV.

These are the Löwdin partial charges, in e, on atoms 1 to 2: number 1, Ca, carries 1.32; number 2, C, carries -0.16


# 5
C6H12O | ωB97M-V/def2-TZVPD

XYZ file:
```
19
C6H12O, DFT ωB97M-V/def2-TZVPD
C -0.351 -1.331 -1.368
C -1.074 -0.157 -0.600
C -0.168 0.740 0.284
C 0.733 1.713 -0.498
C 0.131 0.810 1.778
C 0.490 -0.423 1.098
O -0.305 -1.478 1.569
H -0.069 -2.226 -0.788
H 0.570 -1.017 -1.875
H -1.028 -1.710 -2.143
H -1.906 -0.586 -0.042
H -1.453 0.484 -1.386
H 1.655 1.202 -0.789
H 0.263 2.104 -1.412
H 1.037 2.603 0.077
H -0.593 0.754 2.579
H 1.017 1.401 1.996
H 1.459 -0.685 0.698
H -0.294 -2.235 0.974
```

Its energy above the lowest of the compared OMol25 structures with the same formula, charge and spin is 64.8 kcal/mol. As for the net charge: 0. The value obtained for the total energy is -310.9560 hartree. The HOMO energy comes out at -8.28 eV. For the lowest unoccupied orbital energy, the calculation gives 0.949 eV. Its SMILES is CC[C@]1(C)C[C@H]1O.

These are the Löwdin partial charges, in e, on atoms 1 to 2: number 1, C, carries -0.08; number 2, C, carries -0.18


# 6
C5H13NO9PS2 | ωB97M-V/def2-TZVPD

XYZ file:
```
31
C5H13NO9PS2, DFT ωB97M-V/def2-TZVPD
C 3.869 -1.390 0.605
C 3.807 -0.358 -0.677
O 3.328 0.988 -0.231
C 1.861 0.909 -0.380
C 1.091 2.334 0.033
O -0.268 2.232 -0.559
C -1.132 1.819 0.594
S -2.919 1.718 0.041
O -3.871 1.391 1.257
O -3.323 3.180 -0.396
N -3.207 0.707 -1.353
S -2.299 -0.784 -1.295
O -2.791 -1.638 -2.528
O -0.765 -0.620 -1.490
P -2.649 -1.995 0.440
O -1.461 -1.837 1.472
O -4.246 -1.811 1.146
O -2.578 -3.680 -0.120
H 4.614 -2.276 0.326
H 4.239 -0.801 1.574
H 2.786 -1.830 0.770
H 3.097 -0.847 -1.484
H 4.849 -0.201 -1.215
H 1.424 0.100 0.354
H 1.515 0.702 -1.503
H 1.706 3.258 -0.402
H 1.090 2.460 1.197
H -0.721 0.868 1.139
H -1.069 2.734 1.357
H -4.142 -1.553 2.113
H -1.832 -3.781 -0.784
```

As for the net charge: -1. The value obtained for the total energy is -2067.8341 hartree. The HOMO energy comes out at -6.33 eV. For the lowest unoccupied orbital energy, the calculation gives 2.533 eV. Its SMILES is CCOCCOCS(=O)(=O)N=[S@@](=O)([O-])P(=O)(O)O.

These are the Löwdin partial charges, in e, on atoms 1 to 2: number 1, C, carries -0.12; number 2, C, carries -0.26